No. 1
Molecular formula: C12H13NO11S2W
Method: DFT, ωB97M-V/def2-TZVPD

Results
- Charge: +2
- Molar mass: 595.21 g/mol
- Total energy: -60145.81072 eV
- HOMO level: -17.03 eV
- Multiplicity: 1
- Frontier orbital gap: 6.37 eV

Geometry (Å):
W 0.226 0.441 -0.068
O -0.308 -1.408 0.981
C 0.782 -1.819 1.875
C 1.332 -0.585 2.565
N 1.690 0.580 1.650
C 1.384 1.860 2.338
C -0.122 2.023 2.281
O -0.735 2.920 2.720
O -0.648 0.941 1.580
C 3.078 0.479 1.146
C 3.043 -0.599 0.111
O 3.906 -1.316 -0.234
O 1.748 -0.704 -0.395
H -0.776 -2.175 0.605
H 1.520 -2.358 1.289
H 0.367 -2.479 2.633
H 2.229 -0.871 3.114
H 0.601 -0.219 3.276
H 1.856 2.690 1.816
H 1.699 1.878 3.381
H 3.787 0.252 1.938
H 3.363 1.418 0.670
O 0.023 2.490 -0.281
S -1.390 2.442 -0.929
O -2.275 3.404 -0.423
O -1.643 0.956 -0.645
C -1.447 2.361 -2.691
C -2.191 3.334 -3.314
C -2.511 3.181 -4.668
C -2.112 2.063 -5.365
C -1.355 1.065 -4.742
C -1.032 1.205 -3.413
S 0.126 0.059 -2.758
O 0.813 -0.630 -3.767
O 0.916 1.039 -1.868
O -0.404 -0.819 -1.615
H -2.544 4.189 -2.751
H -3.094 3.948 -5.160
H -2.372 1.953 -6.409
H -0.998 0.207 -5.298

List of Mulliken charges in e, atom by atom: 1.851 -0.533 -0.544 -0.536 -0.627 -0.506 0.748 -0.436 -0.522 -0.522 0.606 -0.434 -0.561 0.407 0.366 0.534 0.485 0.459 0.334 0.427 0.441 0.374 -0.528 1.706 -0.508 -0.511 0.280 -0.402 -0.720 -0.673 -0.556 0.221 1.580 -0.515 -0.543 -0.595 0.528 0.452 0.451 0.523

No. 2
Molecular formula: C12H14BF5N6Zn
Method: DFT, ωB97M-V/def2-TZVPD

Results
- Charge: +2
- Molar mass: 413.48 g/mol
- Total energy: -84273.12648 eV
- HOMO level (spin up / spin down): -15.59 / -15.56 eV
- Multiplicity: 1
- Frontier orbital gap (spin up / spin down): 5.41 / 4.91 eV

Geometry (Å):
C -2.519 -1.549 -1.042
N -1.557 -0.667 -0.688
N -0.939 -0.205 -1.841
C -1.448 -0.903 -2.882
C -2.442 -1.755 -2.425
B -0.152 1.143 -1.948
N -0.469 1.954 -0.659
N -0.843 1.464 0.579
C -1.296 2.509 1.309
C -1.271 3.662 0.515
C -0.740 3.279 -0.703
Zn -0.987 -0.543 1.247
N 1.362 1.232 -2.426
N 2.432 1.696 -1.633
C 3.495 1.806 -2.431
C 3.128 1.533 -3.777
C 1.784 1.157 -3.721
H 4.488 2.091 -2.087
H 1.104 0.882 -4.523
H 3.755 1.641 -4.642
H -0.751 1.718 -2.848
H -0.551 3.847 -1.598
H -1.094 -0.719 -3.876
H -1.595 4.639 0.807
H -3.041 -2.437 -2.998
H -1.566 2.397 2.353
H -3.171 -2.009 -0.306
H 0.124 0.443 2.525
C -0.534 -0.173 3.172
H -1.133 0.534 3.749
H -1.249 -0.965 2.757
H 0.138 -0.713 3.839
F 0.953 -1.723 -0.765
C 0.676 -1.839 0.577
F 0.046 -3.063 0.748
C 2.033 -1.793 1.263
F 2.950 -2.589 0.651
F 2.488 -0.503 1.202
F 1.951 -2.157 2.571

List of Mulliken charges in e, atom by atom: -0.227 -0.019 0.647 -0.135 -1.012 -0.494 0.211 -0.155 0.057 -1.096 -0.096 -0.315 0.957 -0.574 -0.230 -0.504 -0.091 0.460 0.440 0.444 -0.009 0.465 0.486 0.443 0.443 0.333 0.421 0.180 -0.657 0.476 0.250 0.429 -0.182 0.779 -0.175 0.657 -0.196 -0.202 -0.211

No. 3
Molecular formula: C12H14BNO
Method: DFT, ωB97M-V/def2-TZVPD

Results
- Charge: 0
- Molar mass: 199.06 g/mol
- Total energy: -16882.36424 eV
- Relative energy (zero: lowest compared OMol25 entry of this formula, charge and spin): 151.8 kJ/mol
- SMILES string: COc1ccc(NBC2C=CC=C2)cc1
- HOMO level: -7.68 eV
- Multiplicity: 1
- Frontier orbital gap: 8.23 eV

Geometry (Å):
B -1.883 -0.510 0.531
C 1.465 0.127 -1.474
C 1.366 -0.003 0.902
C 2.799 0.208 -1.428
C 2.773 -0.005 0.920
C 0.691 -0.010 -0.291
C 3.493 0.132 -0.239
C -5.356 -0.146 0.766
C -5.078 0.706 -0.406
C -4.448 -1.139 0.852
C -3.871 0.370 -0.837
C -3.324 -0.852 -0.084
C 5.827 0.606 0.550
N -0.674 -0.049 -0.488
O 4.878 -0.004 -0.355
H -1.782 -0.537 1.730
H 0.956 0.213 -2.399
H 0.718 -0.054 1.910
H 3.479 0.411 -2.246
H 3.187 -0.190 1.952
H -6.259 -0.053 1.341
H -5.624 1.539 -0.778
H -4.340 -1.904 1.494
H -3.357 0.683 -1.791
H -3.297 -1.684 -0.786
H 5.439 1.264 1.341
H 6.614 1.145 -0.208
H 6.375 -0.255 1.019
H -0.770 -0.008 -1.499

List of Mulliken charges in e, atom by atom: 0.179 -0.606 -0.404 -0.539 -0.124 0.549 0.342 -0.437 -0.439 -0.959 -0.502 0.386 -0.704 -0.188 -0.401 -0.083 0.324 0.097 0.370 0.306 0.440 0.451 0.555 0.261 0.222 0.337 0.217 0.253 0.099

No. 4
Molecular formula: C12H14Cl3N2
Method: DFT, ωB97M-V/def2-TZVPD

Results
- Charge: -1
- Molar mass: 292.62 g/mol
- Total energy: -53215.11275 eV
- Relative energy (zero: lowest compared OMol25 entry of this formula, charge and spin): 564.8 kJ/mol
- HOMO level: -4.21 eV
- Multiplicity: 1
- Frontier orbital gap: 7.26 eV

Geometry (Å):
Cl -0.313 -1.998 -1.209
Cl -4.300 -0.410 -1.172
C -3.128 -1.590 -0.539
C -2.733 -1.343 0.902
Cl -4.293 -1.381 1.923
H -2.307 -1.741 -1.240
H -3.651 -2.545 -0.490
H -2.281 -0.375 1.117
H -2.150 -2.169 1.310
N 2.213 -0.239 -1.209
C 1.680 -0.666 -0.012
C 2.415 -0.869 1.189
C 3.788 -0.584 1.176
C 4.357 -0.174 0.003
C 3.528 0.058 -1.124
H 0.642 -0.962 -0.045
H 1.883 -1.136 2.090
H 4.332 -0.606 2.109
H 5.402 0.098 0.020
H 4.055 0.392 -2.005
N 0.236 0.688 -0.899
C 0.667 1.833 -0.400
C -0.270 2.732 0.098
C -1.659 2.435 0.069
C -2.017 1.148 -0.273
C -1.066 0.300 -0.700
H 1.705 2.122 -0.481
H 0.051 3.657 0.554
H -2.368 3.204 0.336
H -3.039 0.822 -0.145
H -1.381 -0.702 -0.952

List of Mulliken charges in e, atom by atom: -0.634 -0.227 -0.374 -0.649 -0.258 0.517 0.526 0.559 0.386 -0.250 0.356 -1.039 -0.328 -0.435 -0.290 0.478 0.393 0.359 0.350 0.324 -0.296 -0.256 -0.451 -0.999 -0.226 0.370 0.295 0.357 0.423 0.203 -0.183

No. 5
Molecular formula: C12H14Cl3N2
Method: DFT, ωB97M-V/def2-TZVPD

Results
- Charge: -2
- Molar mass: 292.62 g/mol
- Total energy: -53216.55022 eV
- HOMO level (spin up / spin down): 3.28 / -1.97 eV
- ⟨S²⟩: 0.750
- Multiplicity: 2
- Frontier orbital gap (spin up / spin down): 1.49 / 6.64 eV

Geometry (Å):
Cl -3.947 -19.635 13.496
Cl -1.240 -22.196 16.104
C -1.672 -20.940 17.381
C -1.844 -19.522 16.760
Cl -0.285 -18.922 16.146
H -0.858 -20.836 18.098
H -2.555 -21.278 17.924
H -2.301 -18.816 17.453
H -2.499 -19.601 15.893
N -6.242 -16.359 13.343
C -6.834 -15.421 14.159
C -7.852 -15.788 15.081
C -8.249 -17.055 15.194
C -7.672 -18.022 14.339
C -6.708 -17.637 13.457
H -6.561 -14.377 14.205
H -8.398 -14.995 15.571
H -8.956 -17.356 15.953
H -7.893 -19.070 14.482
H -6.330 -18.422 12.820
N -3.620 -23.962 13.376
C -4.268 -23.291 14.330
C -5.483 -23.704 14.844
C -5.983 -24.936 14.403
C -5.267 -25.670 13.460
C -4.040 -25.213 12.998
H -3.990 -22.288 14.616
H -5.999 -23.184 15.638
H -6.882 -25.349 14.835
H -5.594 -26.654 13.159
H -3.377 -25.794 12.374

List of Mulliken charges in e, atom by atom: -0.864 -0.146 -0.900 -0.405 -0.195 0.439 0.421 0.395 0.087 -0.561 -0.218 -0.387 -0.325 -0.469 -0.303 0.351 0.423 0.423 0.479 0.419 -0.609 -0.286 -1.047 -1.270 -0.530 -1.046 0.105 1.139 0.911 1.463 0.507

No. 6
Molecular formula: C12H14ClN3S
Method: DFT, ωB97M-V/def2-TZVPD

Results
- Charge: 0
- Molar mass: 267.78 g/mol
- Total energy: -40490.96897 eV
- Relative energy (zero: lowest compared OMol25 entry of this formula, charge and spin): 813.0 kJ/mol
- SMILES string: Cc1c(Cl)cccc1NC(=S)N(C)CCC#N
- HOMO level: -8.12 eV
- Multiplicity: 1
- Frontier orbital gap: 8.45 eV

Geometry (Å):
C 0.681 0.924 1.622
C 1.772 0.166 0.694
C 2.997 0.857 0.340
C 3.889 0.054 -0.339
C 3.651 -1.411 -0.823
C 2.363 -1.927 -0.339
C 1.317 -1.265 0.428
N 0.178 -1.800 0.383
C -1.143 -1.345 0.346
N -1.403 -0.535 -0.531
C -2.838 0.257 -0.514
H -3.550 -0.552 -0.131
H -3.086 -0.009 -1.682
C -2.822 1.503 0.227
C -4.164 1.981 -0.069
N -5.262 2.427 0.060
H -2.079 1.947 -0.187
H -2.661 1.223 1.333
C -0.460 -0.001 -1.667
H -1.197 0.161 -2.366
H 0.064 -0.931 -1.939
H -0.082 0.869 -1.207
S -2.188 -1.907 1.566
H 0.220 -2.613 1.235
H 2.236 -2.694 -0.922
H 4.487 -1.760 -1.188
H 4.773 0.398 -0.544
Cl 3.170 2.569 0.804
H -0.233 0.235 2.021
H 0.212 1.703 1.049
H 1.156 1.475 2.340

List of Mulliken charges in e, atom by atom: -1.570 0.631 -0.001 -0.394 -0.894 -0.694 0.050 -0.136 0.170 0.061 -1.114 0.461 0.399 0.085 0.085 -0.463 0.316 0.192 -1.151 0.474 0.401 0.381 -0.352 0.331 0.527 0.532 0.586 -0.183 0.206 0.367 0.699

No. 7
Molecular formula: C12H14ClO2
Method: DFT, ωB97M-V/def2-TZVPD

Results
- Charge: -1
- Molar mass: 225.70 g/mol
- Total energy: -29288.16689 eV
- Relative energy (zero: lowest compared OMol25 entry of this formula, charge and spin): 84.0 kJ/mol
- SMILES string: CC(C)(C)[C@](Cl)(C(=O)[O-])c1ccccc1
- HOMO level: -4.22 eV
- Multiplicity: 1
- Frontier orbital gap: 7.55 eV

Geometry (Å):
C 2.032 1.687 2.498
C 2.314 0.491 1.897
C 1.097 2.542 1.879
C 1.682 0.055 0.735
C 0.389 2.104 0.788
C 0.572 0.798 0.235
C 1.346 -0.489 -1.963
C -2.345 0.007 -0.010
C -1.550 -1.417 -2.028
C -0.670 -1.962 0.325
C 0.015 0.166 -0.951
C -1.252 -0.852 -0.625
O 2.050 0.326 -2.441
O 1.366 -1.707 -1.986
Cl -0.669 1.428 -2.012
H 2.547 2.093 3.259
H 3.186 -0.127 2.388
H 0.955 3.488 2.183
H 2.159 -0.844 0.371
H -0.308 2.604 0.217
H -2.624 0.772 -0.602
H -3.158 -0.626 0.099
H -2.263 0.493 1.008
H -0.718 -1.846 -2.357
H -1.901 -0.523 -2.514
H -2.434 -2.022 -1.858
H -0.115 -2.736 -0.366
H -1.583 -2.430 0.624
H -0.121 -1.473 1.207

List of Mulliken charges in e, atom by atom: -0.632 -0.523 -0.868 -0.439 -0.406 -0.394 0.378 -2.000 -2.033 -1.407 1.094 1.635 -0.659 -0.665 -0.242 0.523 0.155 0.524 0.401 0.535 0.572 0.588 0.286 0.590 0.456 0.477 0.209 0.581 0.265

No. 8
Molecular formula: C12H14F2N5O2
Method: DFT, ωB97M-V/def2-TZVPD

Results
- Charge: +1
- Molar mass: 298.27 g/mol
- Total energy: -29644.44606 eV
- SMILES string: CC(=O)N(C(C)=O)[C@H]1NC(Nc2ccccn2)=[NH+]C1(F)F
- HOMO level: -13.28 eV
- Multiplicity: 1
- Frontier orbital gap: 9.48 eV

Geometry (Å):
C -1.179 2.892 -1.209
C -0.851 1.924 -2.324
O -0.102 2.255 -3.210
N -1.445 0.571 -2.410
C -2.861 0.594 -2.412
C -3.630 -0.696 -2.215
O -3.460 1.641 -2.554
C -0.847 -0.408 -1.545
N 0.644 -0.498 -1.635
C 1.067 -0.537 -0.327
N 2.123 -1.099 0.149
C 2.375 -1.065 1.605
C 3.048 0.003 2.088
C 3.263 0.081 3.447
C 2.759 -0.960 4.187
C 2.129 -1.995 3.554
N 1.904 -2.105 2.248
N 0.136 0.099 0.523
C -1.146 -0.463 -0.036
F -2.095 0.302 0.461
F -1.191 -1.692 0.430
H -1.332 2.446 -0.231
H -2.023 3.507 -1.493
H -0.325 3.556 -1.131
H -3.794 -0.878 -1.157
H -3.119 -1.557 -2.639
H -4.587 -0.566 -2.698
H -1.161 -1.375 -1.944
H 0.895 -1.398 -2.041
H 2.759 -1.574 -0.481
H 3.404 0.774 1.425
H 3.779 0.918 3.880
H 2.859 -0.971 5.257
H 1.773 -2.813 4.161
H 0.233 1.087 0.278

List of Mulliken charges in e, atom by atom: -1.085 0.530 -0.508 0.258 0.880 -1.139 -0.540 -1.072 -0.313 0.286 -0.028 0.460 -0.224 -0.565 -0.340 -0.400 -0.518 -0.326 1.087 -0.252 -0.294 0.305 0.293 0.376 0.254 0.381 0.369 0.488 0.390 0.271 0.413 0.448 0.386 0.419 0.313

No. 9
Molecular formula: C12H14FP
Method: DFT, ωB97M-V/def2-TZVPD

Results
- Charge: 0
- Molar mass: 208.22 g/mol
- Total energy: -24673.91953 eV
- Relative energy (zero: lowest compared OMol25 entry of this formula, charge and spin): 0.0 kJ/mol
- SMILES string: CC(C)(C)C#CC1=CC=C[C@@H]2[C@H]1P2F
- HOMO level: -7.69 eV
- Multiplicity: 1
- Frontier orbital gap: 7.97 eV

Geometry (Å):
C -1.767 -4.191 -1.901
C -1.649 -4.077 -0.461
C -1.214 -3.354 -2.798
C -1.101 -2.802 -0.011
C -0.596 -2.129 -2.435
C -0.626 -1.823 -1.107
C -0.117 -0.608 -0.546
C -0.022 0.406 0.084
C 1.903 2.104 -0.079
C 1.060 1.274 2.102
C -0.504 2.780 0.702
C 0.600 1.605 0.698
F 0.973 -3.985 -1.168
P 0.101 -4.190 0.214
H -2.489 -4.936 -2.303
H -2.360 -4.472 0.243
H -1.443 -3.441 -3.835
H -1.601 -2.395 0.838
H -0.279 -1.482 -3.203
H 2.347 2.978 0.344
H 2.412 1.178 -0.050
H 1.577 2.219 -1.112
H 0.348 1.146 2.899
H 1.701 1.977 2.503
H 1.533 0.240 2.224
H -0.982 2.990 -0.226
H -0.063 3.747 0.951
H -1.136 2.542 1.460

List of Mulliken charges in e, atom by atom: -0.466 -0.540 -0.607 -0.289 -0.322 -0.286 0.614 -0.825 -1.583 -1.697 -1.681 1.642 -0.280 0.102 0.302 0.544 0.430 0.710 0.532 0.446 0.437 0.357 0.420 0.469 0.317 0.373 0.395 0.486

No. 10
Molecular formula: C12H14LaN2P
Method: DFT, ωB97M-V/def2-TZVPD

Results
- Charge: 0
- Molar mass: 356.14 g/mol
- Total energy: -25792.78622 eV
- HOMO level (spin up / spin down): -5.52 / -5.17 eV
- Multiplicity: 1
- Frontier orbital gap (spin up / spin down): 4.96 / 4.66 eV

Geometry (Å):
C -0.797 0.273 -3.682
C -1.425 1.513 -4.006
C -0.532 2.552 -3.700
C 0.744 1.988 -3.500
C 0.612 0.585 -3.428
La -0.588 -1.192 -0.559
P -0.144 -3.890 -1.291
H -1.066 -0.740 -4.070
H -2.464 1.633 -4.307
H -0.771 3.585 -3.690
H 1.425 -0.204 -3.473
H 1.669 2.545 -3.365
H 0.927 -4.609 -1.901
H -1.287 -4.319 -2.021
H -0.347 -4.558 -0.028
N 1.687 -1.043 2.713
C 1.622 -1.265 1.387
N 0.696 -0.362 0.864
C 0.278 0.469 1.950
C -0.831 1.299 1.960
C -1.246 1.716 3.218
C -0.645 1.305 4.397
C 0.406 0.399 4.371
C 0.844 0.018 3.103
H 2.318 -1.522 3.360
H 2.339 -1.867 0.814
H -1.269 1.572 0.991
H -2.073 2.408 3.291
H -0.972 1.698 5.355
H 0.892 0.012 5.246

List of Mulliken charges in e, atom by atom: -0.439 -0.922 -0.313 -0.776 -0.172 0.862 -0.283 0.338 0.371 0.473 0.311 0.382 0.102 0.100 0.134 -0.072 -0.442 -0.532 1.007 -0.951 -0.632 -0.499 -0.843 0.543 0.206 0.460 0.476 0.360 0.375 0.377

No. 11
Molecular formula: C12H14N2O2Sr
Method: DFT, ωB97M-V/def2-TZVPD

Results
- Charge: -2
- Molar mass: 305.88 g/mol
- Total energy: -20581.41360 eV
- HOMO level: 1.82 eV
- Multiplicity: 1
- Frontier orbital gap: 3.06 eV

Geometry (Å):
C 0.019 -1.670 -2.739
C -1.307 -1.818 -2.248
C -1.250 -2.571 -1.037
C 0.121 -2.864 -0.771
C 0.903 -2.308 -1.824
Sr -0.142 -0.109 -0.298
C -0.969 2.003 -1.914
C 0.425 2.008 -2.249
C 0.789 2.409 -3.558
N 1.365 1.500 -1.398
H -2.103 -2.943 -0.466
H -2.215 -1.469 -2.747
H 0.493 -3.478 0.051
H 1.982 -2.419 -1.951
H 0.307 -1.189 -3.678
H -1.651 1.661 -2.685
H 2.309 1.553 -1.817
H -1.337 2.213 -0.896
H -0.010 2.693 -4.240
H 1.832 2.381 -3.868
O -0.729 2.322 2.024
C -0.281 1.375 2.684
C -0.195 1.213 4.209
C 0.240 -0.226 4.422
C 0.426 -0.802 3.010
O 0.701 -1.956 2.667
N 0.205 0.220 2.105
H 0.530 1.922 4.604
H -1.152 1.452 4.667
H 1.183 -0.298 4.959
H -0.490 -0.806 4.981

List of Mulliken charges in e, atom by atom: -0.346 -0.462 -0.677 -0.672 -0.386 1.494 -1.397 1.071 -1.263 -0.859 0.360 0.343 0.274 0.327 0.267 0.109 -0.006 0.451 0.267 0.228 -0.665 0.365 -0.466 -0.377 0.324 -0.694 -0.525 0.223 0.238 0.221 0.233

No. 12
Molecular formula: C12H14N2PPbS
Method: DFT, ωB97M-V/def2-TZVPD

Results
- Charge: -1
- Molar mass: 456.50 g/mol
- Total energy: -41019.97465 eV
- Relative energy (zero: lowest compared OMol25 entry of this formula, charge and spin): 0.0 kJ/mol
- HOMO level (spin up / spin down): -1.39 / -1.39 eV
- Multiplicity: 1
- Frontier orbital gap (spin up / spin down): 3.66 / 3.66 eV

Geometry (Å):
C 0.089 -0.783 -4.033
C -1.095 -1.554 -4.234
C -0.842 -2.868 -3.751
C 0.517 -2.948 -3.338
C 1.087 -1.650 -3.472
Pb 0.838 0.875 -0.889
P -1.019 2.936 -0.492
H 0.225 0.267 -4.304
H -2.022 -1.206 -4.684
H -1.552 -3.690 -3.742
H 2.114 -1.376 -3.231
H 1.030 -3.836 -2.966
H -2.142 2.893 0.402
H -1.691 3.178 -1.751
H -0.483 4.257 -0.252
N -1.602 -0.993 -0.061
C -0.928 -0.774 1.123
N 0.297 -0.234 1.036
C 0.792 0.198 2.273
C 1.934 0.985 2.376
C 2.141 1.653 3.582
C 1.209 1.538 4.627
C 0.056 0.740 4.488
C -0.137 0.048 3.295
S -1.569 -0.850 2.701
H -2.522 -1.413 0.022
H -1.035 -1.454 -0.778
H 2.598 1.071 1.508
H 3.030 2.272 3.707
H 1.380 2.066 5.567
H -0.696 0.653 5.270

List of Mulliken charges in e, atom by atom: -0.462 -0.620 -0.471 -0.674 -0.670 -0.017 -0.244 0.427 0.379 0.380 0.486 0.361 0.062 0.081 0.057 -0.519 0.472 -0.349 0.437 -0.803 -0.463 -0.511 -0.332 0.527 -0.290 0.301 0.214 0.180 0.372 0.332 0.352